{
  "formula": "C46H83CdF6O28",
  "method": "ωB97M-V/def2-TZVPD",
  "elements": ["Cd", "C", "O", "O", "C", "F", "F", "F", "C", "C", "H", "H", "H", "H", "H", "H", "C", "O", "C", "C", "O", "C", "C", "O", "C", "H", "H", "H", "H", "H", "H", "H", "H", "H", "H", "H", "H", "H", "H", "C", "O", "C", "C", "O", "C", "C", "O", "C", "H", "H", "H", "H", "H", "H", "H", "H", "H", "H", "H", "H", "H", "H", "C", "O", "C", "C", "O", "C", "C", "O", "C", "H", "H", "H", "H", "H", "H", "H", "H", "H", "H", "H", "H", "H", "H", "C", "C", "O", "C", "O", "C", "F", "F", "F", "H", "H", "H", "H", "H", "C", "C", "C", "O", "C", "O", "O", "H", "H", "H", "H", "H", "H", "C", "C", "C", "O", "C", "O", "O", "H", "H", "H", "H", "H", "H", "C", "C", "C", "O", "C", "O", "O", "H", "H", "H", "H", "H", "H", "C", "C", "C", "O", "C", "O", "O", "H", "H", "H", "H", "H", "H", "C", "C", "C", "O", "C", "O", "O", "H", "H", "H", "H", "H", "H"],
  "positions_angstrom": [[4.0853, 4.8371, 1.3907], [0.9152, 0.6516, -0.3497], [0.2709, 0.6979, 0.9176], [2.0425, 1.5056, -0.1919], [1.1117, -0.8145, -0.9436], [1.3269, -1.7070, -0.0027], [0.1274, -1.2542, -1.7756], [2.1948, -0.9453, -1.6743], [-1.0525, 0.0618, 0.9862], [-1.6886, 0.2029, 2.3337], [-2.5003, -0.5216, 2.4001], [-0.9259, 0.0233, 3.0915], [-2.0495, 1.2222, 2.4710], [-1.0245, -0.9971, 0.7293], [-1.7910, 0.4436, 0.2813], [0.2187, 1.2141, -0.9713], [1.9580, 0.4618, -13.6892], [2.4626, 1.1856, -14.8589], [2.6160, 2.5653, -14.8467], [4.0327, 2.9513, -14.3212], [4.2141, 2.5496, -12.9379], [5.5028, 2.7600, -12.4147], [5.6310, 1.9978, -11.0584], [4.7751, 2.5371, -10.0119], [5.1292, 2.1042, -8.7091], [0.8823, 0.3685, -13.5403], [2.2780, 0.9755, -12.7827], [2.4075, -0.5307, -13.7213], [1.8209, 2.9667, -14.2183], [2.4384, 2.8279, -15.8895], [4.1889, 4.0292, -14.3640], [4.7475, 2.5989, -15.0648], [5.9222, 3.7655, -12.4479], [6.1903, 2.2656, -13.1010], [6.6692, 2.1694, -10.7739], [5.4366, 0.9253, -11.0521], [6.2027, 2.0442, -8.5300], [4.6918, 1.1291, -8.4947], [4.6861, 2.8189, -8.0155], [3.2763, 6.6792, -0.8768], [2.7920, 6.4727, 0.4365], [1.3402, 6.4372, 0.5950], [0.9806, 6.2891, 2.0696], [1.7241, 5.1970, 2.6130], [1.5396, 4.8802, 3.9981], [2.4964, 3.7291, 4.3433], [3.6923, 4.0372, 3.6154], [4.7308, 3.2207, 4.1533], [2.9763, 5.7931, -1.4362], [4.3475, 6.8792, -0.8508], [2.7221, 7.5495, -1.2283], [0.8832, 5.6669, -0.0261], [0.8575, 7.3290, 0.1953], [-0.0928, 6.1154, 2.1460], [1.1013, 7.1736, 2.6950], [0.4960, 4.7033, 4.2583], [1.9118, 5.6906, 4.6248], [2.0790, 2.8099, 3.9324], [2.6244, 3.7650, 5.4252], [5.6531, 3.1918, 3.5732], [4.4393, 2.1710, 4.1880], [4.9179, 3.4639, 5.1993], [-4.5723, -2.2615, 9.5637], [-4.6161, -1.4357, 10.7007], [-3.4553, -0.6222, 10.8638], [-3.6041, 0.3222, 12.0539], [-2.5904, 0.0788, 13.0037], [-2.8099, -1.0494, 13.9066], [-1.5969, -1.4048, 14.7622], [-1.3164, -0.5245, 15.8159], [-2.1119, -0.7827, 16.9987], [-4.6632, -1.6268, 8.6822], [-5.5055, -2.8246, 9.5727], [-3.7689, -2.9636, 9.3408], [-3.2838, -0.0944, 9.9256], [-2.5354, -1.2068, 10.8776], [-4.6504, 0.2798, 12.3563], [-3.5378, 1.3621, 11.7341], [-3.1243, -1.9432, 13.3677], [-3.7113, -0.9606, 14.5129], [-0.8300, -1.2840, 13.9971], [-1.6125, -2.4292, 15.1341], [-1.7322, -1.7557, 17.3102], [-3.1921, -0.8845, 16.8944], [-1.9607, -0.0225, 17.7651], [-1.5519, -6.8348, 4.3065], [-0.4073, -5.8088, 4.3789], [-0.1267, -5.5669, 5.7548], [0.8791, -4.7598, 6.1200], [1.7291, -4.3485, 5.3209], [1.0686, -4.5987, 7.6269], [0.1679, -5.3191, 8.2745], [2.2328, -4.9327, 7.9987], [0.9433, -3.3527, 7.9459], [-2.3987, -6.1541, 4.2187], [-1.7913, -7.3883, 5.2145], [-1.6518, -7.3819, 3.3691], [-0.8398, -4.8961, 3.9688], [0.4419, -6.0940, 3.7580], [-1.3544, 1.2804, -8.0254], [-0.4072, 2.4471, -7.7065], [-0.2170, 3.4559, -8.8171], [-0.5201, 4.6773, -8.1502], [-0.8508, 4.4610, -6.8390], [-0.9997, 5.2927, -6.0031], [-0.9818, 3.1501, -6.6730], [-1.0515, 0.7469, -8.9263], [-2.3505, 1.6402, -8.2834], [-1.4586, 0.7448, -7.0818], [0.5574, 2.1966, -7.2651], [-0.8774, 3.2444, -9.6580], [0.8027, 3.4371, -9.2017], [7.5125, -4.1576, 2.1040], [8.5458, -3.6050, 1.0677], [8.1689, -2.3522, 0.4470], [9.0028, -1.4031, 0.9471], [9.8945, -1.9584, 1.8377], [10.6997, -1.3686, 2.5035], [9.6855, -3.2698, 1.8544], [7.3983, -3.4514, 2.9264], [7.7676, -5.0890, 2.6096], [6.5441, -4.3059, 1.6262], [8.8850, -4.2819, 0.2835], [7.1796, -2.0355, 0.7774], [8.1282, -2.4075, -0.6409], [-9.6999, 2.0221, 3.3645], [-8.3200, 2.3109, 4.0496], [-7.8491, 3.7449, 3.8276], [-7.3155, 4.0123, 5.0299], [-7.7947, 3.2495, 5.9947], [-7.5664, 3.5010, 7.1751], [-8.5086, 2.2027, 5.4669], [-10.3955, 2.8303, 3.5906], [-10.1306, 1.1609, 3.8753], [-9.5516, 1.8367, 2.3007], [-7.6256, 1.5278, 3.7452], [-8.6516, 4.3417, 3.3941], [-7.0851, 3.6521, 3.0558], [-6.3126, 0.0184, -3.8720], [-6.3852, -1.3640, -3.1993], [-5.0294, -2.0213, -3.2408], [-5.0090, -2.5360, -1.9286], [-6.0778, -2.0978, -1.1766], [-6.2822, -2.4977, -0.0453], [-6.7690, -1.2486, -1.8245], [-7.3195, 0.4237, -3.7725], [-6.0629, -0.0169, -4.9324], [-5.6631, 0.7226, -3.3520], [-7.1992, -1.9251, -3.6582], [-4.2239, -1.3380, -3.5099], [-4.9442, -2.7269, -4.0672], [-0.2108, -7.5728, -5.5416], [0.2919, -6.3908, -6.2506], [1.6865, -6.4211, -6.7841], [1.5545, -6.1915, -8.1932], [0.2459, -6.0313, -8.5132], [-0.2454, -5.6824, -9.5971], [-0.5087, -6.2317, -7.4200], [-0.1259, -8.4800, -6.1397], [-1.2376, -7.3899, -5.2246], [0.3477, -7.7999, -4.6335], [0.2225, -5.4869, -5.6453], [2.2132, -7.3716, -6.6990], [2.2872, -5.6853, -6.2494]],
  "atomic_forces_ev_per_a": [[-1.46, -0.46, 0.85], [1.36, 2.52, 1.61], [-1.56, -1.55, 0.21], [-1.73, -2.04, -1.20], [0.71, 0.12, -0.27], [-1.03, -0.73, 1.61], [-0.51, 0.63, 0.94], [1.46, 1.17, -1.32], [0.24, -0.28, -0.69], [0.79, 0.44, 0.33], [-0.01, 0.16, 0.22], [-0.21, -0.24, 0.23], [-0.20, -0.06, 0.12], [0.62, -0.16, 0.07], [0.42, 0.65, -0.60], [-0.06, -0.05, -1.10], [1.12, 1.15, 0.02], [-0.79, -2.51, 0.46], [0.32, -0.23, 1.40], [-0.79, 0.80, 0.19], [-0.60, 0.37, -1.22], [-0.01, -2.15, 0.03], [-0.32, 1.50, 0.57], [0.77, 0.26, -0.71], [-0.54, 0.08, -0.32], [-0.33, 0.16, -0.99], [0.42, -0.06, 0.05], [-0.07, 0.13, -0.07], [0.05, 0.63, 0.06], [0.39, 0.66, 0.11], [-0.36, 0.40, 0.01], [0.46, -0.89, 0.48], [-0.78, 0.60, 0.68], [0.42, -0.53, 0.01], [0.27, -0.16, 0.24], [0.04, -0.08, -0.85], [0.18, 0.14, -0.16], [0.02, -0.28, 0.00], [0.09, 0.03, 0.02], [-1.26, 0.32, -0.62], [-0.21, -0.36, 1.84], [-0.09, 0.07, 0.20], [-0.16, -0.35, 0.33], [-0.03, -0.16, -0.38], [0.84, 0.48, 0.16], [-1.84, 0.98, -1.71], [1.17, -0.34, 0.41], [0.53, -1.29, 0.63], [0.46, 0.14, -0.59], [-0.13, -0.14, -0.02], [0.39, 0.06, -0.57], [0.44, -0.64, 0.20], [0.52, 0.55, 0.15], [-0.19, -0.40, -0.26], [0.66, 0.32, -0.27], [0.01, -0.29, -0.18], [-0.26, 0.62, -0.20], [0.26, -0.36, 0.44], [0.37, -0.45, -0.11], [-0.12, 0.75, -0.15], [-0.42, -0.10, -0.23], [0.22, 0.46, -0.12], [-1.54, 0.48, -0.90], [1.03, -0.46, 0.67], [-0.20, -0.06, -1.11], [0.09, -0.35, -0.81], [-0.17, -0.71, 1.70], [-1.23, -0.31, -0.17], [-0.11, 1.06, -1.20], [-0.96, 0.89, 0.65], [0.91, -0.78, -0.51], [0.19, 0.20, -0.35], [0.08, -0.18, 0.15], [0.59, 0.12, 0.93], [-0.39, 0.64, -0.26], [0.05, -0.44, 0.83], [-0.02, -0.54, 0.81], [0.62, 0.01, 0.00], [0.56, -0.23, -0.74], [-0.13, 1.02, 0.33], [0.78, -0.21, 0.48], [-0.27, -0.24, -0.21], [-0.22, -0.09, 0.77], [-0.10, 0.18, -0.72], [0.45, 0.00, -0.32], [-1.20, 1.51, -0.05], [-0.59, -0.41, -0.85], [0.40, 0.55, 1.36], [2.12, -0.88, -3.86], [-2.02, -0.28, 2.04], [-2.11, -0.38, -1.24], [-0.61, -0.42, 0.63], [3.18, -1.61, 0.66], [-0.92, 2.67, 0.53], [-0.57, -0.26, 0.19], [0.70, -0.35, -0.22], [0.70, -0.39, 0.29], [0.54, 0.22, -0.06], [0.38, 0.08, 0.60], [0.46, 0.73, 0.11], [0.15, -1.56, -0.84], [0.01, -0.28, -0.02], [0.21, 0.96, 0.05], [0.16, 0.17, -1.01], [-0.07, 0.02, -0.25], [-1.30, 0.86, 2.22], [0.37, -0.56, 0.50], [0.02, 0.50, 0.16], [0.10, -0.73, -0.49], [0.22, -0.94, -0.61], [-0.29, 0.46, 0.07], [0.02, 0.35, 0.12], [0.04, -0.07, -0.80], [0.06, -2.83, 2.02], [-3.08, 1.05, -1.10], [2.54, 2.03, 0.94], [0.35, 0.75, 0.24], [-0.95, -0.36, -0.93], [0.87, -0.34, 0.22], [-0.01, 0.38, -0.25], [0.43, -0.10, -0.47], [-0.07, 0.05, -0.01], [-0.21, -0.59, 0.44], [-0.45, -0.25, -0.23], [0.45, 0.27, -0.08], [1.03, -0.07, 1.20], [-2.80, -1.07, -1.30], [-0.22, -2.94, -3.00], [1.40, 2.67, 1.38], [0.04, -0.26, 3.84], [-0.91, -1.21, -2.94], [0.98, 1.43, 0.55], [0.11, 0.21, -0.39], [0.09, -0.29, -0.39], [-0.28, 0.08, 0.06], [0.31, 0.22, 0.05], [-0.06, 0.65, 0.86], [0.30, 0.58, 0.05], [-1.32, -0.01, 0.78], [-0.35, 2.13, -2.32], [-0.86, 0.15, -0.11], [0.92, -1.05, 0.69], [1.84, -2.83, 3.32], [0.47, 0.82, -1.90], [-1.09, 1.77, -1.62], [-0.03, 0.31, -0.31], [0.08, -0.26, 0.11], [0.28, -0.29, 0.03], [0.28, -0.28, -0.18], [0.16, 0.43, 0.96], [-0.35, -0.86, 0.56], [-0.17, -1.13, 1.18], [-0.27, 0.63, -0.18], [1.16, -0.85, -0.36], [-0.22, 0.64, -0.44], [-1.56, 1.50, -2.39], [2.14, -1.41, 3.20], [-0.38, 0.30, -0.31], [-0.26, 0.12, -0.25], [-0.06, -0.25, -0.18], [0.18, 0.28, 0.12], [-0.52, 0.05, 0.06], [-0.22, -0.18, 0.21], [0.19, 0.30, -0.66]],
  "mulliken_charge": [1.0494, 0.0664, -0.2070, -0.6311, 0.7431, -0.2536, -0.2587, -0.2762, -0.2370, -1.2723, 0.3690, 0.3270, 0.2775, 0.3104, 0.3316, 0.2858, -0.5538, -0.3814, -0.5254, -0.5655, -0.1658, -0.7238, -0.5105, -0.2815, -0.7389, 0.2862, 0.1777, 0.2648, 0.3289, 0.3126, 0.3958, 0.3608, 0.3737, 0.3831, 0.3895, 0.3362, 0.3208, 0.2874, 0.2304, -0.7412, -0.3347, -0.5477, -0.6229, -0.1659, -0.6920, -0.5420, -0.2301, -0.8006, 0.3758, 0.2901, 0.3011, 0.4107, 0.4092, 0.3499, 0.4220, 0.3846, 0.3449, 0.4084, 0.4207, 0.2790, 0.3566, 0.2994, -0.8020, -0.3391, -0.4302, -0.6238, -0.3843, -0.3260, -0.6372, -0.3350, -0.6939, 0.3216, 0.2852, 0.2908, 0.4554, 0.3665, 0.3410, 0.3419, 0.3247, 0.3246, 0.2901, 0.3943, 0.3101, 0.2733, 0.2537, -1.0786, -0.2317, -0.1774, 0.3747, -0.5659, 0.8997, -0.2484, -0.2426, -0.2570, 0.3113, 0.3131, 0.3275, 0.2427, 0.3309, -1.4278, 0.3832, -0.3183, -0.3421, 0.6539, -0.5433, -0.3382, 0.3942, 0.3654, 0.3491, 0.2984, 0.2688, 0.2553, -1.2928, 0.3488, -0.3699, -0.3483, 0.6657, -0.5269, -0.3497, 0.3259, 0.3493, 0.3580, 0.3047, 0.2227, 0.3129, -1.4008, 0.3624, -0.3954, -0.2988, 0.6609, -0.5670, -0.3455, 0.3742, 0.3496, 0.3609, 0.2924, 0.3186, 0.2885, -1.4862, 0.4376, -0.2922, -0.3307, 0.6613, -0.5892, -0.3225, 0.3710, 0.3777, 0.3729, 0.2386, 0.2644, 0.2972, -1.4512, 0.5527, -0.3921, -0.3278, 0.6785, -0.5724, -0.3452, 0.3565, 0.3408, 0.3918, 0.2211, 0.2675, 0.2799],
  "gap_ev": 3.1,
  "e_tot_ev": -127226.490,
  "max_force_ev_per_a": 4.7,
  "e_lumo_ev": -7.26,
  "charge": 1
}